Entry 1:
Here is 2 unconnected molecules or ions with the total composition C3H11N4 from the OMol25 dataset. Energies are from ωB97M-V with the def2-TZVPD basis set.

Structure (ORCA input):
```
! wB97M-V def2-TZVPD RIJCOSX def2/J DEFGRID3
* xyz 1 3
C -0.74160 1.08021 -0.63446
C -2.64707 -0.02643 0.43071
C 0.99707 -1.80975 -0.23322
N -1.34107 0.47829 0.38103
N 2.47848 0.66290 0.52933
N 0.59598 1.14251 -0.59200
N 1.14341 0.49760 0.48760
H -1.23961 1.34655 -1.45368
H -3.42602 0.69948 0.94493
H -2.72055 -0.99199 0.80599
H -2.93209 -0.04016 -0.57621
H 1.46951 -2.27166 0.55764
H 0.04327 -2.07843 -0.39294
H 1.66028 -1.42469 -1.01239
H 3.07502 1.05454 -0.16039
H 3.11673 0.08584 1.06500
H 1.25546 1.28717 -1.34772
H -0.78717 0.30802 1.20077
*
```

## Properties
**Molecular weight**: 103.1 g mol⁻¹
**Relative energy (zero: lowest compared OMol25 entry of this formula, charge and spin)**: 39.01 kcal per mole
**LUMO level (alpha / beta)**: -3.610 / -4.915 eV
**HOMO-LUMO gap (alpha / beta)**: 7.57 / 9.76 eV
**<S²>**: 2.01
**HOMO energy (alpha / beta)**: -11.2 / -14.7 eV

Entry 2:
Here is 4 unconnected molecules or ions with the total composition C24H18FN2O13 from the OMol25 dataset. Energies are from ωB97M-V with the def2-TZVPD basis set.

Structure (ORCA input):
```
! wB97M-V def2-TZVPD RIJCOSX def2/J DEFGRID3
* xyz 1 1
O -7.85320 -1.96676 -1.91487
C -6.72683 -1.68342 -1.79271
F -5.84727 -1.82917 -2.78178
C -6.08989 -1.10704 -0.56093
C -5.37063 0.18320 -0.82847
C -5.64639 1.01868 -1.89235
C -4.92805 2.21012 -2.02728
N -3.97337 2.58880 -1.20595
N -3.73752 1.76501 -0.19554
C -4.37310 0.63544 0.03835
H -5.41932 -1.82259 -0.09601
H -6.90386 -0.91067 0.13034
H -6.39484 0.78333 -2.63110
H -5.13759 2.87708 -2.84689
H -2.97158 2.06307 0.42823
H -4.08465 0.07173 0.90928
C 0.78667 -1.97078 -0.87795
C -0.13650 -1.62177 0.02695
C -0.77370 -0.25924 0.03107
O -1.63439 -0.04190 0.88068
C -0.35194 0.71200 -0.94628
C 0.58118 0.37228 -1.85414
C 1.19881 -1.00678 -1.88076
O 2.01675 -1.22323 -2.75038
O 1.02301 1.19355 -2.77759
O -0.56065 -2.44061 0.98169
H 1.25527 -2.94471 -0.88817
H -0.79539 1.69780 -0.91727
H 1.69056 0.70434 -3.30129
H -1.20589 -1.94676 1.51735
C -1.37405 2.17837 3.20731
C -1.14254 3.13586 2.31227
C -0.11619 4.21043 2.51843
O 0.01108 5.01349 1.61250
C 0.63632 4.21667 3.75435
C 0.41237 3.26049 4.67030
C -0.60334 2.16964 4.44987
O -0.73782 1.32800 5.31060
O 1.05590 3.19402 5.82090
O -1.78393 3.24902 1.13553
H -2.10294 1.39344 3.06291
H 1.36433 5.00188 3.89957
H 0.71686 2.41426 6.29951
H -1.38802 4.03760 0.70242
C 5.00270 -2.37407 -1.88001
C 4.95289 -3.22435 -0.84913
C 6.19082 -3.82022 -0.23518
O 6.03120 -4.56860 0.71110
C 7.47971 -3.47129 -0.80003
C 7.53651 -2.62123 -1.83540
C 6.29667 -2.00901 -2.43447
O 6.44405 -1.23285 -3.35834
O 8.66763 -2.24760 -2.41136
O 3.82038 -3.61895 -0.27069
H 4.11636 -1.94297 -2.32546
H 8.36246 -3.91361 -0.36093
H 8.42476 -1.62988 -3.12721
H 4.09014 -4.22950 0.44441
*
```

## Properties
**Molecular weight**: 561.4 g mol⁻¹
**LUMO level**: -4.887 eV
**HOMO-LUMO gap**: 6.25 eV
**HOMO energy**: -11.1 eV